# C60H159N13O17

13 unconnected molecules or ions with the total composition C60H159N13O17 in a non-equilibrium geometry (ωB97M-V/def2-TZVPD, OMol25).

XYZ file:
```
249
Properties=species:S:1:pos:R:3:forces:R:3
C 0.7547 -9.3985 1.2280 0.724 -0.852 -1.063
O -0.5264 -9.8633 1.5759 0.017 1.359 0.142
C -0.8246 -9.4695 2.8871 -1.427 -0.214 2.349
C -1.1110 -7.9606 3.2176 1.419 -2.129 -0.884
N -2.2872 -7.5836 2.4711 1.501 -0.320 0.710
C -2.4503 -6.1588 2.4855 -0.992 0.807 -2.319
C -1.7959 -5.4485 1.2283 1.411 -0.558 2.397
O -0.2994 -5.6317 1.3043 -1.151 1.300 -0.914
C 0.3649 -4.6149 0.4938 -1.135 -0.086 -0.069
H 0.9283 -8.3226 1.2069 -0.452 0.196 0.327
H 0.9412 -9.7548 0.2149 -0.054 -0.017 -0.025
H 1.5155 -9.8759 1.8455 0.107 0.069 0.350
H -0.0975 -9.8766 3.5897 0.670 0.191 -0.032
H -1.7257 -9.9986 3.1972 -0.292 -0.140 -0.447
H -0.1794 -7.4797 2.9191 -0.092 0.834 -0.040
H -1.2357 -7.7861 4.2863 -0.122 -0.365 0.044
H -2.0256 -7.8306 1.5274 -0.450 -0.234 -0.426
H -2.2226 -5.6291 3.4105 0.428 -0.413 0.051
H -3.5334 -6.1208 2.3685 -0.243 1.162 -0.194
H -2.0435 -4.3963 1.3687 0.158 0.198 -0.589
H -2.1758 -5.8701 0.2977 0.034 0.122 -0.084
H 0.0728 -4.6678 -0.5550 0.032 -0.615 -0.319
H 1.4536 -4.6378 0.5418 -0.144 -0.460 0.422
H 0.0205 -3.6090 0.7337 0.048 0.113 0.692
C -3.6163 1.7000 7.4843 0.481 -0.530 -0.645
O -3.1918 1.4636 6.1575 1.601 0.343 -0.823
C -1.7505 1.6976 6.0227 -0.537 -0.117 -0.860
C -1.3475 3.1521 5.8045 0.429 0.234 1.061
N -1.6674 3.7262 4.5075 -0.371 -0.290 0.214
C -1.7524 5.1817 4.5466 -1.028 0.442 -0.157
C -2.2377 5.8152 3.2174 0.281 0.580 0.185
O -1.9787 7.2116 3.2396 1.533 0.486 -0.569
C -0.6539 7.4915 2.7267 -0.691 -0.106 1.395
H -3.3978 2.7412 7.7214 -0.619 0.065 0.482
H -3.0160 1.0450 8.1157 -0.135 0.019 0.520
H -4.6556 1.3714 7.4912 -0.049 0.545 0.387
H -1.4043 1.1373 5.1542 -0.300 -0.288 -0.041
H -1.2719 1.2783 6.9077 0.176 0.120 0.102
H -0.2887 3.3250 5.9974 0.286 -0.630 -0.237
H -1.7707 3.6688 6.6659 -0.666 0.710 0.058
H -2.6179 3.4272 4.3424 -0.274 -0.008 -0.568
H -0.8364 5.6596 4.8941 0.446 -0.236 -0.472
H -2.4706 5.5214 5.2928 -0.342 -0.072 0.361
H -3.3064 5.8555 3.0068 -0.138 -1.104 0.518
H -1.7317 5.3444 2.3745 0.005 -0.150 -0.213
H -0.3633 8.4862 3.0647 -0.336 0.241 -0.562
H -0.6093 7.3275 1.6500 0.060 0.202 -0.065
H 0.0646 6.8604 3.2496 0.175 -0.379 -0.205
C -10.6770 -3.4641 -3.9150 1.000 -0.287 -0.185
O -9.8919 -3.9249 -2.8098 -0.907 -0.377 -0.346
C -9.1654 -2.8636 -2.2085 -0.768 -0.598 -0.650
C -8.2838 -3.4307 -1.1189 0.043 -0.617 -0.092
N -7.4869 -2.4172 -0.4765 -0.127 0.132 1.062
C -6.4509 -1.8996 -1.3438 -0.294 1.534 0.468
C -5.3866 -1.0561 -0.5727 -0.553 -2.072 -0.309
O -4.5803 -2.0459 0.0820 -0.021 0.696 -0.019
C -3.6158 -1.4113 0.8864 0.318 -0.779 0.619
H -10.0129 -3.2570 -4.7542 0.279 0.217 -0.180
H -11.2149 -2.5354 -3.7245 -0.251 -0.072 0.378
H -11.3327 -4.2473 -4.2956 -0.123 -0.050 0.594
H -9.9209 -2.1826 -1.8165 0.311 0.534 0.252
H -8.6177 -2.4135 -3.0365 0.389 0.528 0.253
H -7.6521 -4.2173 -1.5316 0.273 -0.147 -0.577
H -8.8927 -4.0029 -0.4190 -0.248 0.485 0.298
H -7.1047 -2.7518 0.3965 0.101 -0.179 -0.039
H -7.0370 -1.2500 -1.9938 0.652 0.224 -0.591
H -5.9953 -2.7064 -1.9180 0.462 0.031 -0.186
H -5.8442 -0.4233 0.1878 -0.285 0.180 -0.028
H -4.7498 -0.4529 -1.2198 -0.073 0.081 -0.292
H -4.0518 -0.9496 1.7723 -0.331 0.499 -0.082
H -3.0075 -0.7015 0.3259 0.061 0.138 -0.024
H -2.9754 -2.1811 1.3169 0.228 -0.077 -0.355
C 7.4230 -0.2998 -3.4235 0.638 0.847 0.752
O 6.6753 0.6471 -2.6988 -1.197 1.355 1.040
C 6.7721 2.0386 -3.0887 -0.970 -1.617 -1.897
C 5.8349 2.2631 -4.3197 0.045 0.435 0.270
N 4.4151 2.1107 -3.9651 -0.253 0.411 -0.528
C 3.5253 2.5448 -5.0440 -1.051 -0.724 -0.045
C 2.0245 2.1616 -4.7655 0.988 -0.053 0.522
O 1.8467 0.7233 -4.6989 0.086 0.102 -1.190
C 0.7614 0.2524 -5.5250 -0.017 0.840 0.125
H 7.3065 -1.2497 -2.9017 -0.372 -0.042 -0.413
H 8.4580 -0.0053 -3.2497 0.505 -0.212 -0.666
H 7.1541 -0.3223 -4.4796 0.060 -0.279 -0.011
H 7.8148 2.2773 -3.2980 0.071 0.190 -0.144
H 6.3663 2.7185 -2.3396 0.250 -0.474 0.480
H 6.0578 1.6834 -5.2154 0.449 -0.545 0.086
H 5.9713 3.2860 -4.6706 -0.029 0.329 0.193
H 4.1646 1.1362 -3.8774 0.468 -0.432 0.378
H 3.7526 2.0493 -5.9879 0.219 -0.475 -0.308
H 3.6604 3.5900 -5.3222 -0.252 0.325 0.649
H 1.4254 2.6701 -5.5209 -0.227 -0.416 -0.161
H 1.6532 2.4734 -3.7894 0.281 0.624 0.079
H 0.4217 -0.7401 -5.2289 0.124 0.145 0.514
H 0.9809 0.1728 -6.5897 0.641 0.137 -0.153
H -0.0186 1.0077 -5.4292 -0.436 -0.395 0.085
C 3.5018 4.1946 -1.3019 0.260 1.223 -0.957
C 3.5839 3.0578 -0.3429 0.985 0.063 1.090
C 2.3010 2.9166 0.5338 -0.269 -0.101 -0.389
O 1.9082 4.1089 1.2042 0.331 0.693 0.882
C 0.8221 4.0069 2.1628 0.854 -0.669 -0.535
N 4.0365 1.8104 -1.0012 -1.610 0.395 -0.308
H 3.4865 5.1680 -0.8116 -0.029 -0.057 0.223
H 2.6815 4.2176 -2.0194 -0.410 -0.496 0.161
H 4.3840 4.1682 -1.9415 0.205 0.115 0.022
H 4.4887 3.2570 0.2313 -0.521 0.579 1.081
H 2.4304 2.0632 1.1994 -0.032 -0.021 0.296
H 1.4266 2.7568 -0.0972 0.069 -0.908 -0.624
H 0.3895 4.9950 2.3199 0.307 -0.114 -0.159
H 1.1564 3.5946 3.1148 0.313 0.157 0.185
H 0.0372 3.3183 1.8501 -0.134 0.083 -0.438
H 5.0365 1.7795 -1.1394 0.245 0.029 0.689
H 3.7623 2.0070 -1.9532 -0.207 -0.729 -0.603
C -3.1128 3.0097 -5.8047 0.755 -0.599 1.361
C -2.9176 2.0281 -4.5748 -0.024 -0.691 -0.387
C -2.9843 0.5227 -4.9813 -0.182 1.299 1.276
O -2.9000 -0.2354 -3.7177 -0.298 -0.408 -1.716
C -3.2532 -1.6224 -3.8590 0.772 -0.373 0.741
N -1.6264 2.2617 -3.9073 0.173 -0.498 -1.062
H -4.0300 2.9787 -6.3929 -0.147 -0.480 0.336
H -2.2641 2.8289 -6.4644 0.016 0.102 -0.135
H -3.0180 4.0216 -5.4109 0.072 0.057 -0.064
H -3.7114 2.0628 -3.8285 -0.521 0.678 -0.069
H -2.1724 0.3424 -5.6857 0.140 -0.641 0.150
H -3.9516 0.4070 -5.4702 -0.071 -0.507 0.007
H -4.2989 -1.8710 -3.6781 -0.418 0.596 -0.734
H -2.8022 -2.2303 -3.0748 0.509 0.570 0.544
H -2.8231 -2.1125 -4.7325 -0.408 0.420 -0.567
H -1.4730 1.4774 -3.2896 0.116 -0.155 0.110
H -1.6312 3.1053 -3.3519 -0.354 0.241 -0.176
C 1.5300 0.8414 5.3119 -0.222 1.769 -1.220
C 2.6078 1.4099 6.2851 -2.022 -0.812 -0.789
C 2.1732 2.7295 7.0342 1.615 0.017 -0.736
O 2.0971 3.7958 6.0775 -1.110 1.267 0.494
C 1.6496 5.0602 6.6908 0.030 -0.694 -1.110
N 2.7896 0.2532 7.1313 0.683 -0.074 1.753
H 1.8660 -0.0050 4.7129 0.606 0.159 0.008
H 1.2346 1.6360 4.6268 -0.278 -0.006 -0.398
H 0.6110 0.4386 5.7379 0.080 0.390 0.750
H 3.5354 1.5019 5.7202 -0.063 0.738 0.058
H 2.9625 3.0561 7.7112 0.305 -0.530 0.373
H 1.2820 2.6652 7.6584 -0.464 -0.394 -0.292
H 1.5113 5.8357 5.9375 0.525 -0.344 -0.613
H 2.3581 5.4863 7.4012 0.015 -0.480 0.328
H 0.6276 4.9977 7.0647 0.114 -0.495 0.697
H 3.0686 -0.4787 6.4937 0.411 -0.263 0.151
H 1.8513 -0.0260 7.3797 -0.090 -0.245 0.566
C -4.1387 2.1766 2.2718 0.177 -0.631 -0.854
C -5.2098 2.1664 3.3344 -0.061 1.501 -0.737
C -5.4088 0.8017 3.8923 -0.631 -2.002 0.320
O -6.4196 0.6613 4.9074 0.390 -0.453 0.465
C -6.6041 -0.6997 5.3771 -0.222 0.975 0.702
N -4.7790 3.2075 4.2354 -0.377 0.195 1.940
H -3.1452 1.8760 2.6044 -0.095 -0.644 0.549
H -3.8871 3.1888 1.9552 -0.791 0.062 -0.384
H -4.4459 1.5060 1.4693 0.337 0.232 -0.471
H -6.1322 2.6069 2.9560 -0.252 -0.638 -0.647
H -4.4345 0.4204 4.1982 0.165 0.009 0.638
H -5.7369 0.0800 3.1442 0.131 0.216 -0.817
H -5.8265 -1.0579 6.0517 0.852 0.104 -0.531
H -6.8306 -1.4444 4.6140 0.222 0.233 -0.377
H -7.4303 -0.7032 6.0880 -0.474 0.425 -0.406
H -4.3088 2.7329 4.9929 0.555 -0.086 0.407
H -5.6121 3.5259 4.7096 -0.182 0.486 0.165
C 5.6764 3.7055 5.6081 -0.364 -0.566 0.541
C 6.1278 3.2876 4.2158 -1.873 -1.040 0.256
C 5.0383 2.5308 3.3795 0.374 -0.705 0.825
O 5.0373 1.1293 3.6813 0.087 -0.175 -0.045
C 4.2029 0.3184 2.8707 -0.420 0.025 0.007
N 6.4467 4.4899 3.5538 1.424 1.294 -1.166
H 4.8938 4.4640 5.5908 0.030 0.243 -0.457
H 6.5153 4.1197 6.1675 -0.008 -0.118 0.007
H 5.1994 2.9062 6.1752 0.365 -0.314 0.064
H 6.9871 2.6178 4.2493 0.167 0.143 0.129
H 5.2857 2.6912 2.3301 -0.109 -0.095 -0.232
H 4.0522 2.9364 3.6056 -0.286 0.284 -0.134
H 4.2784 -0.7371 3.1324 0.639 0.070 0.279
H 4.3896 0.3945 1.7995 0.325 0.264 -0.159
H 3.1397 0.5083 3.0172 -0.214 0.576 0.072
H 6.9407 4.2916 2.6955 0.066 0.206 -0.197
H 5.6503 5.0646 3.3180 -0.240 -0.066 0.157
C 0.7941 -4.5142 -4.4387 0.984 -0.177 0.983
C 1.4406 -5.8645 -4.7623 -0.440 0.943 -0.970
C 1.7216 -6.8160 -3.6292 1.660 0.353 0.331
O 0.6431 -7.0957 -2.8204 -1.697 -0.073 0.083
C 0.9700 -7.5830 -1.5401 -0.101 0.595 -0.025
N 0.4710 -6.4442 -5.6866 -0.404 -1.087 0.195
H -0.1684 -4.7816 -4.0026 -0.293 0.685 -0.271
H 0.8013 -3.8748 -5.3214 -0.669 -0.356 -0.142
H 1.3564 -3.9217 -3.7169 0.077 -0.209 0.406
H 2.3465 -5.6721 -5.3372 0.360 -0.229 0.268
H 2.5115 -6.4048 -3.0007 0.439 0.167 0.069
H 2.0993 -7.7422 -4.0622 0.269 -0.286 -0.157
H 0.0445 -7.7220 -0.9812 0.023 -0.113 -0.178
H 1.5434 -6.8108 -1.0274 0.253 -0.038 0.278
H 1.5456 -8.5084 -1.5604 0.020 -0.135 -0.177
H -0.2173 -6.7623 -5.0195 -1.239 0.355 0.005
H 0.7772 -7.3770 -5.9237 0.699 -0.267 -0.774
C -2.4653 3.0922 -0.7869 1.790 -0.938 0.420
C -2.0754 4.5008 -1.1951 -0.613 0.107 0.571
C -0.5761 4.9088 -1.0495 -0.858 0.606 0.194
O -0.3800 6.3005 -1.5012 0.174 -0.594 0.753
C 0.9544 6.8240 -1.2310 -0.475 -1.233 -0.100
N -2.4617 4.7167 -2.5472 0.263 0.630 -1.174
H -3.5127 2.7930 -0.8264 -0.140 0.721 0.069
H -2.0636 2.9272 0.2128 -0.352 -0.172 0.355
H -1.9591 2.3490 -1.4031 0.128 0.008 -0.107
H -2.7254 5.1180 -0.5749 0.530 0.650 0.627
H 0.0580 4.2507 -1.6436 0.097 -0.148 -0.114
H -0.3553 4.7762 0.0096 0.473 0.301 0.018
H 1.2161 6.6845 -0.1821 -0.067 0.007 0.153
H 1.0780 7.8749 -1.4927 -0.719 -0.068 -0.098
H 1.6779 6.2579 -1.8178 0.067 -0.020 -0.061
H -3.4596 4.8644 -2.5976 -0.071 0.118 -0.243
H -1.9759 5.5752 -2.7641 -0.406 0.436 -0.803
C 7.1415 -2.7794 -6.9427 0.181 -0.269 -0.178
C 6.4276 -3.9757 -6.2470 -2.039 2.796 0.983
C 4.9153 -3.5878 -5.9326 1.243 0.394 0.320
O 4.9654 -2.5258 -4.9740 -0.875 0.691 -0.463
C 3.6848 -1.9110 -4.6497 0.743 -0.576 0.530
N 6.5267 -5.1869 -6.9717 0.719 -0.750 -0.281
H 6.9668 -1.7786 -6.5478 -0.243 -0.232 0.405
H 6.9460 -2.7133 -8.0130 -0.286 -0.228 -0.139
H 8.2091 -2.9779 -6.8478 0.217 0.125 -0.069
H 6.9729 -4.0548 -5.3065 -0.365 -0.416 0.282
H 4.2670 -4.3838 -5.5662 0.396 -0.490 0.219
H 4.4610 -3.2781 -6.8738 -0.112 0.417 -0.264
H 3.0121 -1.7623 -5.4944 0.129 -0.335 -0.239
H 3.7989 -0.9333 -4.1816 0.684 -0.003 -0.273
H 3.2248 -2.4831 -3.8440 -0.364 -0.329 -0.245
H 6.0884 -5.1195 -7.8791 -0.324 0.147 -0.174
H 7.5144 -5.1686 -7.1819 0.377 -0.954 -0.368
C -0.1893 -1.2592 -1.6627 0.210 1.016 0.348
C 0.8608 -0.3779 -0.9337 -0.378 0.290 -1.038
C 1.1458 -0.8190 0.4755 -1.179 0.158 0.036
O -0.1140 -0.7242 1.1975 -0.054 1.066 1.536
C -0.3600 0.5453 1.9315 0.953 -0.953 -0.570
N 2.0850 -0.2891 -1.6688 1.084 -0.858 -0.379
H -0.3349 -0.9218 -2.6889 0.172 0.188 -0.110
H -1.1557 -1.1152 -1.1797 -0.015 -0.393 0.109
H 0.0932 -2.3101 -1.7260 0.082 -0.048 0.315
H 0.5516 0.6659 -0.8802 -1.280 0.154 0.331
H 1.9613 -0.2473 0.9185 -0.127 0.343 0.213
H 1.4960 -1.8507 0.4440 -0.316 -0.231 0.307
H -0.5676 1.3807 1.2628 0.233 -0.106 -0.286
H 0.4721 0.7777 2.5961 0.508 0.092 -0.368
H -1.1802 0.5435 2.6494 -0.478 -1.015 -0.419
H 2.6417 0.4408 -1.2474 0.556 -0.144 0.074
H 1.9427 -0.0022 -2.6267 -0.287 -0.075 -0.258
```
Positions in Å, forces in eV/Å.

Properties
* relative energy (zero: lowest compared OMol25 entry of this formula, charge and spin): 626.9 kJ/mol
* total energy: -4371.7768 Ha
* highest occupied orbital energy: -8.42 eV
* orbital gap: 8.908 eV